{
  "formula": "C45H53As2LuN4O10P2S4Se",
  "method": "wB97M-V/def2-TZVPD",
  "elements": ["Lu", "S", "P", "C", "P", "S", "C", "C", "C", "C", "C", "C", "C", "C", "C", "C", "C", "C", "C", "C", "C", "C", "C", "C", "C", "C", "C", "C", "C", "C", "H", "H", "H", "H", "H", "H", "H", "H", "H", "H", "H", "H", "H", "H", "H", "H", "H", "H", "H", "H", "N", "N", "C", "N", "S", "H", "H", "H", "H", "H", "O", "H", "H", "C", "O", "C", "O", "C", "C", "As", "C", "C", "C", "As", "C", "C", "O", "O", "C", "C", "O", "O", "C", "C", "O", "O", "C", "H", "H", "H", "H", "H", "H", "H", "H", "H", "H", "H", "H", "H", "H", "H", "H", "H", "H", "O", "S", "C", "C", "C", "C", "H", "H", "H", "H", "H", "H", "H", "H", "Se", "C", "N"],
  "coordinates": [[0.7028, -0.1470, -0.5621], [1.2030, -2.4294, -2.4831], [1.3248, -3.6063, -0.7701], [1.1269, -2.5782, 0.6388], [1.0503, -3.2083, 2.2412], [1.8586, -2.1517, 3.6875], [-0.7664, -3.5115, 2.6198], [-0.9148, -4.2743, 3.8179], [-2.0897, -4.9429, 4.0726], [-3.1423, -4.9457, 3.1252], [-2.9628, -4.3504, 1.9058], [-1.7342, -3.6112, 1.6647], [1.6581, -4.9166, 2.4005], [2.9097, -5.0138, 2.9944], [3.2875, -6.2137, 3.5558], [2.4360, -7.2937, 3.4917], [1.1742, -7.1778, 2.9041], [0.8575, -6.0277, 2.2296], [0.1559, -4.9919, -1.0572], [-1.1019, -4.4834, -1.4602], [-2.1028, -5.4319, -1.7629], [-1.8512, -6.8000, -1.7456], [-0.5501, -7.2148, -1.5635], [0.5059, -6.3095, -1.1741], [2.9662, -4.3571, -1.0434], [3.0424, -5.1911, -2.1802], [4.2882, -5.8025, -2.5101], [5.3661, -5.6398, -1.6864], [5.3384, -4.7152, -0.6091], [4.1845, -4.0003, -0.3516], [-0.1027, -4.4869, 4.5780], [-2.1724, -5.4971, 5.0721], [-4.0697, -5.5593, 3.4951], [-3.7946, -4.2378, 1.2011], [-1.5602, -3.0584, 0.7481], [3.5899, -4.1352, 2.9252], [4.2452, -6.2200, 4.0648], [2.6768, -8.2051, 3.9772], [0.4364, -7.9979, 2.7986], [-0.1178, -5.8749, 1.8065], [-1.4598, -3.4571, -1.3137], [-3.1031, -5.0240, -1.8998], [-2.5250, -7.6115, -2.0625], [-0.3284, -8.2776, -1.7955], [1.4604, -6.7885, -0.9473], [2.1575, -5.3903, -2.7980], [4.3546, -6.3777, -3.4577], [6.2771, -6.1437, -1.8064], [6.2783, -4.4271, -0.1010], [4.1468, -3.4778, 0.5621], [3.2971, -0.4128, -0.6007], [4.0477, -0.1996, -1.7651], [5.0257, 0.7355, -1.7483], [5.4825, 1.0674, -2.9952], [5.9427, 1.3976, -0.4122], [3.9507, -0.0332, 0.1141], [3.2542, -1.4544, -0.4921], [3.6639, -0.4957, -2.6478], [4.9423, 1.0435, -3.8274], [6.3203, 1.6738, -2.9013], [0.2683, -0.0808, 1.8087], [0.8666, -0.6232, 2.4029], [0.2513, 0.8164, 2.1703], [3.0183, 2.9892, 1.1633], [2.0683, 3.9632, 0.6144], [0.9701, 3.3002, 0.1803], [0.9873, 2.0259, -0.1246], [-0.1872, 4.1361, -0.0329], [-1.0068, 4.5496, 0.9306], [-1.5335, 6.4221, 1.1608], [-3.3972, 5.9026, 1.4568], [-1.7031, 6.9122, -0.6345], [-0.4985, 6.6080, -1.2277], [-0.1889, 4.7728, -1.9140], [-1.9433, 4.4157, -2.6128], [0.6116, 7.5148, -1.0830], [1.7498, 7.2317, -0.8394], [0.2820, 8.8859, -1.2243], [1.3181, 9.7712, -0.8249], [-2.8335, 7.6782, -1.2372], [-3.3630, 7.4662, -2.3483], [-3.1966, 8.7561, -0.4299], [-4.4866, 9.3112, -0.7056], [-1.0487, 3.6694, 2.1146], [-0.5019, 2.5491, 2.1472], [-1.6444, 4.2112, 3.2089], [-1.3225, 3.6181, 4.5464], [4.0331, 3.3927, 1.1732], [3.0998, 2.0693, 0.5956], [2.6294, 2.7941, 2.1377], [-3.4299, 5.6888, 2.5338], [-3.7389, 5.0231, 0.9092], [-4.0379, 6.7187, 1.3047], [-1.7166, 4.0326, -3.5831], [-2.5665, 5.3410, -2.7980], [-2.6129, 3.7247, -2.0194], [0.8607, 10.7340, -0.7460], [2.1077, 9.6142, -1.5785], [1.6971, 9.4286, 0.1763], [-4.6280, 9.2228, -1.8366], [-4.4254, 10.3272, -0.2248], [-5.3067, 8.6939, -0.3609], [-1.9153, 4.2949, 5.1800], [-0.2201, 3.6397, 4.6552], [-1.6841, 2.6094, 4.7101], [-1.4613, -0.0515, -0.7033], [-2.7066, -0.7222, -1.3236], [-3.9975, 0.2459, -0.4115], [-5.1826, 0.4995, -1.4292], [-4.8125, 0.1407, -2.9032], [-3.3095, -0.1111, -2.9383], [-3.5048, 1.1619, -0.1498], [-4.4497, -0.3829, 0.3378], [-5.4148, 1.6170, -1.5437], [-6.0313, 0.0101, -1.0635], [-5.1256, 0.8881, -3.6889], [-5.3747, -0.7419, -3.2660], [-2.6798, 0.7112, -3.3014], [-2.9256, -0.8649, -3.6010], [2.4983, 1.7322, -4.8817], [1.4287, 1.1739, -3.5800], [0.8303, 0.8346, -2.6083]],
  "mulliken_charge": [2.12, -0.58, 0.76, -0.17, 0.80, -0.58, -0.01, -0.47, -0.44, -0.45, -0.90, 0.43, 0.72, -0.36, -0.82, -0.65, -1.07, 0.13, 1.06, -0.48, -0.51, -0.87, -0.69, -0.23, 0.93, -0.84, -0.79, -0.60, -0.93, -0.41, 0.26, 0.29, 0.20, 0.38, 0.24, 0.24, 0.42, 0.44, 0.38, 0.64, -0.11, 0.38, 0.35, 0.34, 0.63, 0.47, 0.37, 0.46, 0.37, 0.60, -0.57, -0.08, 0.37, -0.39, -0.44, 0.14, -0.01, 0.22, 0.09, 0.21, -0.07, -0.19, 0.23, -0.49, -0.27, -1.54, 0.25, 1.87, 1.13, 0.00, -1.32, 0.33, -0.16, 0.50, -0.81, 0.21, -0.52, -0.27, -0.69, 0.58, -0.64, -0.27, -0.78, -0.54, -0.57, -0.31, -0.72, 0.34, -0.02, 0.34, 0.38, 0.31, 0.49, 0.54, 0.21, 0.10, 0.25, 0.29, 0.30, 0.34, 0.24, 0.30, 0.26, 0.30, 0.31, -0.77, 0.38, -0.43, -0.65, -0.53, -0.91, 0.09, 0.46, 0.22, 0.36, 0.33, 0.25, 0.37, 0.56, -0.21, 0.02, -0.72],
  "e_lumo_ev": [-2.9, -2.9],
  "homo_energy_ev": [-6.34, -6.34],
  "de_lowest_ev": 2.699
}

=====

{
  "formula": "C45H53InN9O3PS2",
  "method": "wB97M-V/def2-TZVPD",
  "elements": ["In", "C", "C", "N", "N", "C", "N", "S", "C", "C", "C", "C", "C", "N", "H", "H", "H", "H", "H", "H", "H", "H", "H", "N", "C", "C", "N", "H", "H", "H", "H", "H", "H", "H", "H", "O", "P", "C", "C", "C", "C", "C", "C", "C", "C", "C", "C", "C", "C", "C", "C", "C", "C", "C", "C", "H", "H", "H", "H", "H", "H", "H", "H", "H", "H", "H", "H", "H", "H", "H", "C", "C", "C", "C", "C", "N", "C", "O", "N", "C", "C", "C", "C", "N", "C", "C", "C", "H", "H", "H", "H", "H", "H", "H", "H", "H", "H", "H", "H", "H", "O", "S", "C", "C", "C", "C", "H", "H", "H", "H", "H", "H", "H", "H"],
  "coordinates": [[-2.8163, -0.6729, 0.4977], [-6.9800, -1.0851, -1.3390], [-5.5272, -0.9120, -1.0466], [-5.0094, -1.1564, 0.0996], [-5.7290, -1.5534, 1.1498], [-5.0587, -2.0469, 2.1615], [-5.7448, -2.3587, 3.2666], [-3.3398, -2.3801, 2.2233], [-4.5677, -0.5167, -2.0949], [-4.9230, -0.4496, -3.4357], [-3.9493, -0.1832, -4.3873], [-2.6416, 0.0164, -3.9772], [-2.3611, -0.0224, -2.6219], [-3.3000, -0.2772, -1.7138], [-7.5269, -1.1402, -0.4017], [-7.1548, -2.0140, -1.8860], [-7.3659, -0.2606, -1.9373], [-6.7451, -2.2441, 3.2949], [-5.2766, -2.8210, 4.0250], [-5.9423, -0.6361, -3.7399], [-4.2066, -0.1556, -5.4374], [-1.8475, 0.1895, -4.6889], [-1.3662, 0.1542, -2.2334], [-3.8318, 1.4406, 1.2291], [-2.7829, 2.4595, 1.3771], [-1.5704, 1.8213, 2.0440], [-1.1780, 0.6173, 1.3127], [-4.5748, 1.7768, 0.6257], [-4.2512, 1.2471, 2.1357], [-3.1126, 3.3120, 1.9749], [-2.5075, 2.8090, 0.3808], [-1.8256, 1.5414, 3.0664], [-0.7534, 2.5460, 2.0732], [-0.6959, -0.0225, 1.9485], [-0.5908, 0.8723, 0.4983], [0.1169, 1.3437, -1.0033], [0.6509, 2.5246, -1.7670], [-0.6913, 3.5844, -2.3686], [-1.1941, 3.4311, -3.6568], [-2.2859, 4.1820, -4.0663], [-2.8723, 5.0878, -3.1942], [-2.3611, 5.2569, -1.9140], [-1.2756, 4.5027, -1.4977], [1.5806, 1.9734, -3.2086], [1.6865, 0.6038, -3.4281], [2.3865, 0.1325, -4.5279], [2.9906, 1.0316, -5.3950], [2.8925, 2.3990, -5.1700], [2.1878, 2.8767, -4.0778], [1.7104, 3.5458, -0.7206], [2.3341, 2.9271, 0.3601], [3.1423, 3.6643, 1.2101], [3.3299, 5.0206, 0.9805], [2.7220, 5.6365, -0.1045], [1.9160, 4.9025, -0.9602], [-0.7271, 2.7304, -4.3376], [-2.6766, 4.0686, -5.0688], [-3.7237, 5.6734, -3.5139], [-2.8023, 5.9826, -1.2436], [-0.8657, 4.6287, -0.5020], [1.2057, -0.0711, -2.7305], [2.4589, -0.9307, -4.7158], [3.5379, 0.6632, -6.2520], [3.3676, 3.0905, -5.8525], [2.1019, 3.9425, -3.9029], [2.1744, 1.8674, 0.5223], [3.6313, 3.1872, 2.0487], [3.9599, 5.5988, 1.6425], [2.8760, 6.6915, -0.2858], [1.4352, 5.3841, -1.8028], [6.6032, -3.7785, -0.6071], [5.7009, -3.3950, 0.5332], [5.0849, -4.3717, 1.3113], [4.2765, -4.0460, 2.3895], [4.0885, -2.7079, 2.7274], [3.2825, -2.2884, 3.8110], [2.7607, -3.0619, 4.8066], [2.9250, -4.2436, 4.9660], [1.9699, -2.2900, 5.7081], [0.7496, -1.7156, 5.3673], [-0.1280, -1.3058, 6.3744], [-1.3498, -0.7621, 6.0328], [-1.6728, -0.6258, 4.6924], [-0.8420, -0.9797, 3.7156], [0.3331, -1.5120, 4.0467], [4.6832, -1.7201, 1.9473], [5.4712, -2.0628, 0.8598], [7.2610, -4.5940, -0.3089], [7.2139, -2.9344, -0.9217], [6.0249, -4.1219, -1.4676], [5.2587, -5.4174, 1.0882], [3.8271, -4.8213, 2.9885], [3.2507, -1.2923, 3.9547], [1.9948, -2.6672, 6.6446], [0.1482, -1.4353, 7.4134], [-2.0501, -0.4555, 6.7965], [-2.6362, -0.2376, 4.3824], [0.9585, -1.8144, 3.2169], [4.5516, -0.6737, 2.2050], [5.9368, -1.2783, 0.2757], [-1.1036, -1.7842, -0.4024], [-0.0529, -2.5339, 0.4289], [0.2287, -4.0491, -0.5510], [1.7131, -4.0908, -0.8820], [2.0949, -2.6513, -1.2151], [1.5432, -1.8037, -0.0767], [-0.3761, -3.9004, -1.4463], [-0.1389, -4.9092, 0.0045], [1.8898, -4.7622, -1.7218], [2.2977, -4.4436, -0.0301], [1.6365, -2.3503, -2.1598], [3.1741, -2.5247, -1.2968], [1.3575, -0.7602, -0.3377], [2.1942, -1.8548, 0.7975]],
  "mulliken_charge": [2.01, -1.73, 0.75, 0.85, -1.72, 0.57, -0.38, -0.47, 0.64, -0.93, -0.72, -1.07, -0.41, 0.08, 0.40, 0.36, 0.45, 0.24, 0.21, 0.48, 0.49, 0.57, 0.84, -0.46, -0.54, -0.43, 0.89, 0.27, 0.24, 0.54, 0.09, 0.18, 0.45, -0.08, -0.01, -0.49, 1.09, 0.52, -0.55, -0.82, -0.63, -0.80, -0.70, 0.17, 0.31, -0.85, -0.62, -0.77, -0.29, 0.86, -0.45, -0.91, -0.59, -0.82, -0.38, 0.46, 0.50, 0.46, 0.47, 0.55, -0.18, 0.49, 0.43, 0.44, 0.39, 0.46, 0.45, 0.42, 0.45, 0.41, -1.45, 0.75, -0.78, -0.50, 0.59, -0.14, 0.23, -0.59, -0.21, 0.60, -0.65, -1.11, -0.43, 0.12, -0.15, -0.65, -0.85, 0.39, 0.38, 0.28, 0.43, 0.55, 0.28, 0.34, 0.39, 0.44, 0.42, 0.26, 0.46, 0.39, -0.76, 0.61, -0.94, -0.71, -0.39, 1.61, 0.28, 0.53, 0.46, 0.13, 0.12, 0.50, -0.76, -0.60],
  "e_lumo_ev": -5.1,
  "homo_energy_ev": -12.20,
  "charge": 2,
  "de_lowest_ev": 0.000
}